{"formula": "C19H29BeN6SSi2", "method": "wB97M-V/def2-TZVPD", "symbols": ["Be", "N", "C", "S", "N", "N", "C", "C", "C", "C", "C", "C", "N", "H", "H", "H", "H", "H", "H", "H", "C", "Si", "C", "C", "N", "C", "C", "C", "C", "C", "C", "N", "Si", "C", "C", "C", "H", "H", "H", "H", "H", "H", "H", "H", "H", "H", "H", "H", "H", "H", "H", "H", "H", "H", "H", "H", "H", "H"], "coordinates": [[-5.46, -14.42, -1.55], [-4.09, -11.80, 2.01], [-5.18, -12.37, 1.38], [-6.69, -11.63, 1.41], [-4.80, -13.57, 0.87], [-5.70, -14.19, 0.16], [-6.85, -14.62, 0.63], [-7.67, -15.17, -0.35], [-9.08, -15.39, -0.32], [-9.65, -15.93, -1.47], [-8.89, -16.32, -2.59], [-7.54, -15.86, -2.63], [-6.91, -15.39, -1.49], [-4.37, -10.97, 2.45], [-3.38, -12.38, 2.52], [-7.27, -14.21, 1.59], [-9.58, -15.39, 0.64], [-10.77, -15.90, -1.54], [-9.39, -16.77, -3.45], [-6.90, -15.88, -3.55], [-5.85, -10.16, -2.27], [-6.31, -11.88, -3.15], [-6.30, -11.59, -5.00], [-8.07, -12.24, -2.72], [-5.19, -13.07, -2.68], [-3.86, -13.19, -3.13], [-3.23, -12.17, -3.89], [-1.91, -12.29, -4.28], [-1.16, -13.38, -3.83], [-1.67, -14.36, -2.98], [-3.09, -14.32, -2.59], [-3.76, -15.11, -1.81], [-3.05, -16.57, -1.01], [-1.79, -16.02, 0.21], [-2.34, -17.80, -2.31], [-4.38, -17.55, -0.14], [-6.76, -9.60, -2.01], [-5.26, -9.74, -3.01], [-5.33, -10.42, -1.32], [-7.17, -12.18, -5.39], [-5.42, -12.04, -5.46], [-6.43, -10.54, -5.27], [-8.62, -11.57, -3.39], [-8.31, -11.82, -1.67], [-8.36, -13.28, -2.93], [-3.83, -11.24, -3.93], [-1.49, -11.51, -4.89], [-0.14, -13.50, -4.18], [-0.98, -15.15, -2.61], [-2.12, -15.08, 0.79], [-0.77, -15.89, -0.14], [-1.58, -16.87, 0.97], [-2.22, -18.81, -1.84], [-1.29, -17.51, -2.67], [-3.04, -17.88, -3.21], [-4.92, -16.85, 0.48], [-3.96, -18.37, 0.53], [-5.17, -17.94, -0.81]], "lowdin_charge": [0.112, 0.026, -0.943, 0.504, 0.017, -0.085, -0.108, -0.213, -0.001, -0.079, -0.063, -0.054, 0.077, 0.019, 0.115, 0.110, 0.112, 0.120, 0.097, 0.141, -0.164, 0.370, -0.189, -0.189, -0.081, -0.270, -0.095, -0.164, -0.175, -0.059, -0.348, -0.062, 0.420, -0.201, -0.206, -0.195, 0.017, -0.041, 0.020, 0.033, 0.012, 0.024, 0.020, 0.052, 0.005, 0.081, 0.074, 0.078, 0.074, 0.053, 0.008, 0.042, 0.014, 0.026, 0.041, -0.004, 0.048, 0.027], "e_above_lowest_kcal_mol": 42.50, "charge": -1, "gap_ev": 4.22}

---

{"formula": "C19H29N4O2P2Rh", "method": "wB97M-V/def2-TZVPD", "symbols": ["C", "C", "N", "C", "C", "C", "C", "P", "Rh", "P", "C", "C", "C", "C", "C", "C", "C", "O", "O", "H", "H", "H", "C", "C", "H", "H", "H", "H", "C", "C", "H", "H", "H", "H", "H", "H", "H", "H", "H", "H", "H", "H", "H", "H", "H", "H", "H", "H", "H", "H", "H", "H", "N", "C", "N", "C", "N"], "coordinates": [[-1.03, 3.06, -2.80], [-1.04, 1.95, -1.95], [0.06, 1.64, -1.23], [1.23, 2.29, -1.42], [1.32, 3.30, -2.37], [0.19, 3.69, -3.06], [-2.21, 1.02, -1.92], [-2.17, 0.13, -0.29], [0.03, 0.03, 0.23], [2.26, 0.20, 0.05], [2.47, 1.86, -0.66], [-0.17, -1.66, 1.46], [-0.87, -1.57, 2.66], [-0.78, -2.61, 3.59], [-0.08, -3.78, 3.25], [0.54, -3.89, 2.00], [0.49, -2.83, 1.09], [-1.64, -0.54, -3.72], [0.49, -0.94, -2.99], [-1.92, 3.30, -3.36], [2.30, 3.76, -2.53], [0.23, 4.50, -3.78], [-3.15, 0.91, 1.06], [-3.04, -1.41, -0.68], [3.35, 1.80, -1.33], [2.67, 2.54, 0.18], [-2.01, 0.36, -2.68], [-3.13, 1.68, -1.90], [3.20, 0.04, 1.57], [2.96, -0.96, -1.16], [-1.44, -0.67, 2.88], [-1.27, -2.52, 4.57], [-0.02, -4.60, 3.96], [1.05, -4.81, 1.71], [0.94, -2.93, 0.11], [0.10, -0.86, -1.94], [0.82, -1.65, -3.61], [-0.61, -0.65, -3.57], [-2.07, -0.18, -4.50], [0.39, -1.08, -0.89], [-4.12, 1.28, 0.70], [-3.30, 0.18, 1.87], [-2.57, 1.75, 1.47], [-4.12, -1.27, -0.74], [-2.68, -1.77, -1.64], [-2.82, -2.18, 0.08], [3.98, -0.59, -1.37], [2.97, -1.97, -0.73], [2.34, -0.93, -2.05], [4.26, -0.06, 1.32], [3.11, 0.97, 2.16], [2.84, -0.81, 2.17], [0.16, 1.26, 1.87], [0.33, 1.56, 3.01], [0.57, 2.08, 4.15], [0.37, 1.49, 5.34], [0.23, 1.08, 6.39]], "lowdin_spin": [0.079, 0.124, 0.325, 0.194, 0.029, 0.265, 0.019, 0.092, 1.632, 0.127, 0.040, 0.142, 0.045, 0.006, 0.023, 0.002, 0.043, 0.006, 0.087, 0.002, -0.004, 0.020, 0.039, 0.004, 0.005, 0.010, 0.004, 0.001, 0.033, 0.015, 0.004, 0.001, 0.001, 0.001, 0.008, 0.048, 0.007, 0.001, 0.000, 0.083, 0.006, 0.001, 0.000, 0.001, 0.001, 0.000, 0.003, 0.002, 0.003, 0.006, 0.001, 0.001, 0.178, 0.077, 0.109, 0.010, 0.039], "e_above_lowest_kcal_mol": 102.34, "multiplicity": 5, "gap_ev": [4.48, 4.89]}

---

{"formula": "C19H29NO5", "method": "wB97M-V/def2-TZVPD", "symbols": ["C", "C", "O", "C", "O", "C", "C", "C", "C", "N", "C", "C", "O", "C", "O", "C", "C", "C", "C", "C", "C", "C", "O", "C", "C", "H", "H", "H", "H", "H", "H", "H", "H", "H", "H", "H", "H", "H", "H", "H", "H", "H", "H", "H", "H", "H", "H", "H", "H", "H", "H", "H", "H", "H"], "coordinates": [[-6.02, -1.65, 2.30], [-6.42, -1.29, 0.87], [-5.30, -0.85, 0.11], [-4.93, 0.43, 0.25], [-5.50, 1.22, 0.94], [-3.69, 0.74, -0.56], [-3.80, 0.27, -2.01], [-2.48, 0.52, -2.74], [-1.35, -0.19, -1.98], [-1.24, 0.23, -0.60], [-0.63, 1.54, -0.40], [0.27, 1.54, 0.85], [0.76, 2.85, 1.02], [1.42, 0.55, 0.69], [2.18, 0.59, 1.89], [3.28, -0.29, 1.87], [4.37, 0.13, 0.91], [4.70, 1.47, 0.78], [5.68, 1.88, -0.10], [6.34, 0.94, -0.87], [6.03, -0.40, -0.75], [5.04, -0.82, 0.13], [4.67, -2.12, 0.31], [5.30, -3.12, -0.46], [-2.48, 0.03, 0.11], [-6.89, -2.03, 2.83], [-5.24, -2.41, 2.29], [-5.65, -0.77, 2.81], [-6.81, -2.16, 0.34], [-7.17, -0.49, 0.88], [-3.54, 1.82, -0.52], [-4.62, 0.81, -2.51], [-4.04, -0.79, -2.03], [-2.54, 0.14, -3.76], [-2.28, 1.59, -2.78], [-0.39, -0.02, -2.48], [-1.54, -1.27, -1.98], [-1.36, 2.34, -0.28], [0.00, 1.79, -1.26], [-0.32, 1.24, 1.73], [1.45, 2.79, 1.69], [2.04, 0.84, -0.17], [1.02, -0.46, 0.52], [2.96, -1.31, 1.63], [3.67, -0.28, 2.90], [4.17, 2.19, 1.38], [5.92, 2.93, -0.19], [7.11, 1.25, -1.56], [6.56, -1.12, -1.36], [4.84, -4.06, -0.17], [5.14, -2.96, -1.54], [6.38, -3.16, -0.26], [-2.36, 0.39, 1.13], [-2.68, -1.04, 0.13]], "lowdin_charge": [-0.060, -0.212, -0.013, -0.477, 0.119, -0.197, -0.148, -0.167, -0.187, -0.165, -0.137, -0.349, -0.013, -0.160, -0.140, -0.148, -0.132, -0.030, -0.086, -0.086, -0.024, -0.224, -0.092, -0.085, -0.126, 0.077, 0.077, 0.076, 0.123, 0.122, 0.149, 0.123, 0.119, 0.111, 0.113, 0.118, 0.123, 0.127, 0.132, 0.148, 0.089, 0.138, 0.134, 0.125, 0.140, 0.118, 0.101, 0.103, 0.100, 0.094, 0.097, 0.096, 0.131, 0.134], "e_above_lowest_kcal_mol": 17.40, "smiles": "CCOC(=O)[C@@H]1CCCN(C[C@H](O)COCc2ccccc2OC)C1", "gap_ev": 9.06}

---

{"formula": "C19H30AlBrCl2Cs2F7NNaO6P", "method": "wB97M-V/def2-TZVPD", "symbols": ["Br", "C", "C", "O", "P", "O", "H", "H", "H", "H", "H", "H", "H", "Cs", "C", "O", "H", "H", "H", "H", "Cs", "C", "C", "O", "C", "O", "C", "F", "F", "F", "H", "H", "H", "H", "H", "C", "Cl", "Cl", "H", "H", "N", "C", "C", "C", "C", "C", "H", "H", "H", "H", "H", "F", "Al", "F", "F", "F", "O", "H", "Na", "C", "C", "C", "C", "C", "C", "H", "H", "H", "H", "H", "H"], "coordinates": [[-1.58, 4.31, -1.70], [-2.32, 2.90, -3.05], [-2.32, 1.38, -2.52], [-3.53, 0.82, -2.74], [-4.92, 2.01, -2.68], [-3.55, 3.24, -3.22], [-1.70, 2.88, -3.97], [-1.62, 0.68, -3.02], [-2.03, 1.44, -1.45], [-5.86, 0.98, -2.39], [-4.51, 2.18, -1.30], [-5.84, 3.08, -2.55], [-5.12, 1.85, -4.06], [-0.19, 2.00, -4.84], [4.25, 3.00, -0.72], [4.14, 1.64, -1.14], [3.38, 3.52, -1.11], [4.24, 3.05, 0.37], [5.15, 3.46, -1.11], [4.91, 1.19, -0.80], [1.62, 2.83, -0.24], [8.06, 0.32, 5.38], [6.76, 0.56, 6.11], [5.90, 1.48, 5.39], [5.22, 0.99, 4.38], [5.19, -0.14, 3.96], [4.34, 2.11, 3.76], [5.03, 3.23, 3.55], [3.30, 2.38, 4.55], [3.86, 1.69, 2.57], [8.56, 1.27, 5.19], [8.71, -0.30, 5.99], [7.89, -0.17, 4.43], [6.93, 1.05, 7.07], [6.21, -0.37, 6.30], [-6.19, 2.07, -7.41], [-4.51, 1.86, -6.82], [-7.35, 2.15, -6.11], [-6.27, 3.01, -7.96], [-6.41, 1.21, -8.03], [2.24, -4.52, 2.96], [1.19, -4.69, 2.16], [0.84, -3.84, 1.14], [1.63, -2.72, 0.94], [2.73, -2.51, 1.75], [3.00, -3.44, 2.75], [0.58, -5.58, 2.35], [-0.03, -4.04, 0.52], [1.39, -2.02, 0.15], [3.37, -1.65, 1.63], [3.85, -3.31, 3.41], [1.10, 7.57, -8.23], [1.02, 6.11, -9.06], [2.32, 5.96, -10.11], [-0.42, 5.94, -9.87], [1.16, 4.87, -7.91], [-7.43, 4.63, -8.11], [-8.05, 4.36, -7.42], [1.53, -6.10, 4.52], [-2.92, -5.11, 3.71], [-3.01, -6.42, 4.15], [-4.24, -6.97, 4.47], [-5.39, -6.20, 4.35], [-5.30, -4.89, 3.91], [-4.07, -4.34, 3.60], [-1.96, -4.68, 3.46], [-2.11, -7.03, 4.24], [-4.31, -7.99, 4.81], [-6.35, -6.63, 4.60], [-6.20, -4.29, 3.82], [-4.00, -3.31, 3.26]], "lowdin_charge": [0.481, -0.889, -0.433, -0.370, 0.573, -0.342, -0.203, 0.032, 0.075, -0.040, -0.010, -0.037, -0.069, 1.242, -0.361, -0.190, -0.116, 0.045, 0.111, 0.096, 1.240, -0.054, -0.173, 0.051, -0.413, 0.153, -0.536, 0.183, 0.185, 0.121, 0.088, 0.088, 0.077, 0.130, 0.126, -0.998, 0.455, 0.527, -0.018, 0.018, -0.019, -0.164, -0.033, -0.039, -0.037, -0.115, 0.095, 0.122, 0.115, 0.108, 0.117, -0.190, -0.202, -0.191, -0.175, -0.221, -0.498, -0.174, 0.643, -0.114, -0.115, -0.091, -0.081, -0.079, -0.088, 0.077, 0.079, 0.104, 0.107, 0.109, 0.105], "gap_ev": 0.75}

---

Which F_max belongs to each record? In order, 5.75; 7.33; 0.64; 4.49 eV/Å.